Entry from the OMol25 dataset: a cluster of 3 separate species, C3H12N2O2 in total in a non-equilibrium geometry (ωB97M-V/def2-TZVPD).

Geometry as XYZ:
```
19
Properties=species:S:1:pos:R:3:forces:R:3:mulliken_charge:R:1
C -1.6440 -0.8137 -0.0476 1.3 4.6 -1.0 -0.958
C -0.8447 0.1718 -1.1030 1.5 -0.3 0.7 -0.509
N 1.8646 -0.6827 -0.6053 -0.1 1.1 0.3 -0.503
C 1.3840 0.5890 -0.0839 -2.4 -3.2 -1.5 0.060
N 0.2138 1.0496 -0.3526 -0.7 -1.0 -0.1 -0.465
H -2.1723 -0.1135 0.6226 -0.7 -0.4 -0.7 0.331
H -0.9460 -1.1863 0.6472 1.1 -1.4 0.2 0.254
H -2.2112 -1.4424 -0.6748 -0.8 -1.1 0.0 0.358
H -1.5712 0.8772 -1.6530 1.3 -1.2 0.9 0.307
H -0.2782 -0.5158 -1.8241 -1.1 1.1 0.5 0.310
H 1.1935 -1.3527 -0.8796 -1.6 0.1 -0.8 0.164
H 2.4775 -1.3389 -0.1695 1.3 0.9 1.1 0.249
H 1.9761 1.0477 0.6602 1.0 0.8 0.2 0.423
H -1.4572 -2.1792 3.5290 -0.2 -0.9 0.7 0.322
H -0.2887 -2.0387 4.4123 -1.4 -1.6 0.3 0.327
O -1.0801 -2.6636 4.3013 1.6 2.5 -1.0 -0.650
H 0.9093 3.8093 -1.6312 -0.1 0.5 1.5 0.307
H 0.9241 3.2679 -2.8869 -1.2 -1.1 -2.6 0.285
O 1.5507 3.5150 -2.2612 1.3 0.6 1.0 -0.610
```
Positions in Å, forces in eV/Å.

For the largest force on an atom, the calculation gives 0.0946 Eh/bohr. The value obtained for the molar mass is 108.14 g/mol. Its energy above the lowest of the compared OMol25 structures with the same formula, charge and spin is 62.5 kcal per mole. As for the total energy: -381.41536 a.u. Its SMILES is CC/N=C\N.O.O. The calculation puts the highest occupied orbital energy at -9.4 eV. Its spin multiplicity is 1. The frontier orbital gap is 9.85 eV.